Molecular formula: C8H8N2
Method: DFT, ωB97M-V/def2-TZVPD

Structure (XYZ):
```
18
Properties=species:S:1:pos:R:3:forces:R:3
C 0.99683 0.03558 -0.34525 2.12 0.06 -1.21
C 0.40104 1.28080 -0.53721 -1.36 1.27 0.13
C -0.95231 1.59111 -0.71517 1.31 0.13 0.17
C -2.05106 0.72738 -0.77188 -0.62 -0.12 0.33
C -2.04521 -0.64859 -0.77114 -0.87 0.45 0.33
C -0.94930 -1.50745 -0.71754 1.38 -0.28 0.08
C 0.40159 -1.20912 -0.54014 -1.27 -0.99 -0.04
H 2.09289 0.06560 -0.30350 -1.06 -0.03 -1.21
H 1.09056 2.13259 -0.57327 -0.30 -0.33 0.09
H -1.18121 2.65129 -0.84986 0.10 -0.29 0.06
H -3.03644 1.21634 -0.78578 0.48 -0.29 -0.18
H -3.03530 -1.12656 -0.78469 0.50 0.18 -0.17
H -1.17979 -2.56187 -0.85266 0.06 0.11 0.06
H 1.08341 -2.05829 -0.56380 -0.14 0.17 0.08
N 2.26748 -0.25018 1.42085 0.32 -0.28 0.71
C 1.67408 -0.00239 2.54437 -0.57 0.29 3.05
N 1.17672 0.20437 3.60253 0.46 -0.22 -2.05
H 3.24601 -0.54061 1.54413 -0.57 0.16 -0.24
```
Positions in Å, forces in eV/Å.

Output
ΔE to the lowest compared entry with this formula, charge and spin	502.1	kJ/mol
electronic energy	-418.99442	hartree


Molecular formula: C4H8O3
Method: DFT, ωB97M-V/def2-TZVPD

Structure (XYZ):
```
15
Properties=species:S:1:pos:R:3:forces:R:3
C -0.63824 -1.08806 -1.82244 0.60 2.13 4.33
C -1.00476 1.07509 0.10347 1.37 -1.30 1.75
C 1.73576 0.34844 0.75198 -0.35 1.23 1.73
C -0.46832 -0.40534 0.14946 0.06 1.57 -4.32
O -1.23655 -0.51481 -2.65628 -0.18 -0.40 -0.60
O -1.19432 -1.11966 1.00809 0.74 -3.64 1.55
O 0.89783 -0.64981 0.26244 -0.41 -0.46 -0.70
H 0.18609 -1.81507 -1.84247 0.04 -0.59 -0.79
H -1.13021 1.54134 1.11115 0.01 -0.64 -0.60
H -0.45101 1.76860 -0.48303 0.98 0.17 -0.56
H -1.92048 1.00490 -0.38334 -1.91 -0.12 -0.60
H 1.20629 0.83687 1.64024 1.32 -0.71 -0.70
H 2.03021 1.16429 0.10551 -0.70 0.27 -0.96
H 2.70851 -0.09861 0.92491 -0.12 -0.35 0.85
H -0.72080 -2.04817 1.13029 -1.45 2.83 -0.39
```
Positions in Å, forces in eV/Å.

Output
ΔE to the lowest compared entry with this formula, charge and spin	387.6	kJ/mol
electronic energy	-382.81719	hartree


Molecular formula: C5H10O2
Method: DFT, ωB97M-V/def2-TZVPD

Structure (XYZ):
```
17
Properties=species:S:1:pos:R:3:forces:R:3
C -1.08184 0.65396 2.23163 -0.01 -0.01 0.01
C 0.15838 0.52574 1.36890 0.00 0.19 0.16
O -0.09622 -0.44608 0.36667 -0.02 -0.06 0.00
C 0.57031 -0.23163 -0.85451 0.12 -0.02 -0.12
C 0.72281 -1.57028 -1.56547 0.01 -0.04 -0.05
C -0.24583 0.71201 -1.73122 0.19 0.12 -0.34
O 0.18077 1.22844 -2.73450 -0.21 -0.19 0.45
H -0.90551 1.32780 3.07612 0.00 -0.08 -0.13
H -1.91466 1.04271 1.63746 0.10 -0.05 0.11
H -1.36719 -0.32692 2.62114 0.03 0.11 -0.02
H 0.40886 1.49652 0.91584 -0.06 -0.12 0.01
H 1.02636 0.21246 1.96915 -0.11 0.04 -0.10
H 1.56302 0.21824 -0.70149 -0.13 -0.05 0.00
H 1.18891 -1.42103 -2.54331 -0.07 -0.03 0.13
H 1.34412 -2.23825 -0.96327 -0.08 0.09 -0.08
H -0.25654 -2.04019 -1.70382 0.13 0.07 0.02
H -1.29577 0.85651 -1.38932 0.11 0.03 -0.06
```
Positions in Å, forces in eV/Å.

Output
ΔE to the lowest compared entry with this formula, charge and spin	162.0	kJ/mol
electronic energy	-346.96372	hartree


Molecular formula: C55H108F2N13O36S2
Method: DFT, ωB97M-V/def2-TZVPD

Structure (XYZ):
```
216
Properties=species:S:1:pos:R:3:forces:R:3
C -19.79697 -8.45789 -6.44417 0.43 -0.80 0.12
C -18.69849 -7.45365 -6.78114 0.58 2.00 -0.98
C -19.23249 -5.95558 -6.51160 -0.36 -1.74 -0.36
C -19.29363 -5.60219 -5.03529 1.38 1.19 -0.10
C -17.81995 -5.55271 -4.51438 -0.71 -1.65 -0.67
C -17.20555 -7.02409 -4.52626 2.14 1.27 0.76
N -17.42403 -7.68538 -5.93250 -0.14 -4.75 0.58
O -16.91122 -8.89406 -6.12723 -1.27 4.91 0.97
C -17.80559 -7.89910 -3.40602 -0.80 -1.22 -1.30
C -15.65417 -7.06518 -4.24188 -0.45 0.74 0.17
C -18.20919 -7.58542 -8.25725 -0.32 -0.02 0.12
H -20.75965 -8.23660 -6.90502 -0.02 0.84 0.24
H -19.84043 -8.55146 -5.35907 -0.54 -0.12 -0.13
H -19.61935 -9.44940 -6.86065 0.72 -0.16 0.26
H -20.24793 -5.84812 -6.89297 -0.18 -0.60 -0.34
H -18.68393 -5.26575 -7.15293 0.47 0.12 0.63
H -20.00855 -6.16365 -4.43382 0.36 -0.82 -0.11
H -19.73434 -4.61039 -4.93417 0.17 0.50 -0.21
H -17.79420 -5.07025 -3.53731 0.42 -0.58 0.18
H -17.22796 -4.94369 -5.19757 0.02 0.05 -0.14
H -17.89730 -7.56726 -2.37181 0.35 0.93 -0.34
H -17.20223 -8.80396 -3.33335 -0.02 -0.16 -0.13
H -18.79728 -8.18845 -3.75376 -0.22 -0.26 0.45
H -15.23903 -8.05521 -4.43055 -0.08 0.06 -0.02
H -15.47131 -6.84736 -3.18963 -0.45 -0.36 0.20
H -15.04318 -6.29483 -4.71236 -0.40 -0.16 -0.79
H -17.44693 -6.85932 -8.53977 0.13 0.10 0.52
H -19.02513 -7.43699 -8.96457 -0.41 -0.05 0.21
H -17.78473 -8.57014 -8.45288 -0.09 -0.02 0.26
C -18.72630 -11.00675 -9.42666 1.02 -0.83 0.11
C -18.59924 -12.29131 -10.28934 -0.84 -1.30 0.50
C -17.26184 -12.43122 -11.09598 -0.24 0.00 0.13
C -16.96697 -13.81650 -11.69225 0.04 0.97 0.17
C -16.98265 -14.87399 -10.63222 0.04 -0.22 0.18
C -18.25267 -14.92880 -9.76597 0.98 0.29 0.92
N -18.61096 -13.49298 -9.29947 -3.85 -0.55 2.38
O -19.64061 -13.47320 -8.26324 3.99 -0.04 -4.82
C -17.90845 -15.72400 -8.44520 -0.50 -0.08 0.00
C -19.38361 -15.60684 -10.55882 -0.14 0.75 0.57
C -19.88012 -12.39368 -11.16951 -0.52 -0.14 -0.62
H -17.97538 -11.05674 -8.63818 0.20 -0.07 0.02
H -19.65911 -10.95922 -8.86478 -0.20 -0.06 -0.43
H -18.52141 -10.11468 -10.01856 -0.26 0.01 -0.21
H -16.46672 -12.20038 -10.38704 0.05 -0.04 0.09
H -17.14995 -11.75160 -11.94078 -0.55 0.63 0.20
H -15.97607 -13.78167 -12.14504 0.35 0.12 0.22
H -17.55970 -14.06245 -12.57332 -0.75 0.02 0.18
H -16.14213 -14.73916 -9.95145 0.12 0.05 -0.15
H -16.86527 -15.79129 -11.20918 -0.03 -0.63 0.58
H -17.06116 -15.29898 -7.90710 -0.29 0.53 -0.13
H -17.64569 -16.77784 -8.53733 0.18 -0.17 -1.13
H -18.76078 -15.81976 -7.77254 -0.13 0.73 -0.02
H -19.20639 -16.68045 -10.62252 -0.17 -0.06 0.38
H -19.48223 -15.26493 -11.58910 0.14 0.30 0.04
H -20.27137 -15.31078 -9.99994 -0.43 -0.61 -0.18
H -20.13682 -11.47325 -11.69393 0.40 0.53 0.19
H -20.79150 -12.64796 -10.62837 0.27 0.10 0.71
H -19.91286 -13.11560 -11.98551 0.78 -0.36 0.03
C -15.12611 -9.63207 -9.55359 0.90 0.19 0.30
C -14.16080 -8.41989 -9.40525 0.53 -1.49 0.96
N -13.01615 -8.69458 -8.32532 -0.64 0.02 0.14
C -13.67077 -8.99705 -6.92685 0.72 0.22 -0.52
C -12.06712 -9.90616 -8.76291 -0.87 -0.04 0.95
C -10.81511 -10.04011 -7.92228 -0.03 0.95 0.56
C -12.24721 -7.37069 -8.09887 0.19 -1.43 -0.66
C -11.62511 -6.74997 -9.36400 -0.15 1.24 0.53
O -10.91774 -7.58604 -10.22898 0.27 -1.93 -0.31
C -10.57876 -7.03221 -11.48188 -0.41 0.62 0.21
H -15.85008 -9.50081 -10.35780 0.35 0.19 -0.31
H -15.74567 -9.80625 -8.67387 0.24 0.21 0.25
H -14.53774 -10.53689 -9.70595 -0.27 -0.15 -0.24
H -14.77138 -7.58073 -9.07193 0.57 0.41 0.37
H -13.55427 -8.22490 -10.28968 -0.45 0.02 -0.22
H -14.41401 -9.79346 -6.96466 0.39 -0.08 -0.36
H -14.15465 -8.09221 -6.55914 -0.01 0.14 -0.41
H -12.86460 -9.24710 -6.23715 -0.20 -0.20 -0.09
H -11.77369 -9.88878 -9.81253 -0.54 0.67 -0.01
H -12.65164 -10.80716 -8.57682 -0.36 0.20 -0.07
H -10.33870 -11.00847 -8.07527 -0.06 0.09 -0.26
H -11.02426 -9.98483 -6.85397 -0.14 -0.15 0.06
H -10.13234 -9.21869 -8.13955 0.28 -0.23 -0.12
H -11.47165 -7.53509 -7.35081 -0.05 -0.39 -0.02
H -12.98488 -6.72870 -7.61742 -0.10 0.40 -0.45
H -10.90421 -6.02315 -8.98963 -0.03 0.42 0.28
H -12.37576 -6.16713 -9.89778 -0.29 -0.07 -0.31
H -10.00411 -6.12030 -11.31969 -0.11 0.37 -0.16
H -11.48720 -6.84824 -12.05547 -0.12 0.44 -0.05
H -9.96450 -7.65884 -12.12849 0.06 -0.63 0.68
C -11.28478 -7.17694 -4.47561 0.47 -2.16 0.59
C -9.95765 -6.79751 -4.60600 -0.12 6.21 -2.19
C -8.82029 -7.69735 -4.32196 4.07 -0.80 -0.57
O -7.57660 -7.46356 -4.58866 -2.54 1.04 0.12
C -9.02782 -8.96534 -3.80155 -3.12 -2.41 0.77
C -10.39983 -9.49960 -3.60092 -1.82 -1.21 1.74
C -11.54380 -8.49992 -4.01117 -2.70 -1.67 0.15
O -12.72442 -8.93929 -3.94443 2.22 1.06 -0.23
O -10.86937 -10.56319 -3.06771 3.00 3.08 -1.87
O -9.75013 -5.55958 -5.05976 0.14 -3.59 1.19
H -12.16764 -6.61190 -4.73578 0.28 0.49 -0.02
H -8.19357 -9.62528 -3.61475 0.16 0.16 0.02
C -14.43860 -12.45878 -6.59850 -2.63 -0.05 -1.20
C -14.15410 -11.97287 -5.33759 5.49 1.72 1.56
C -15.26422 -11.52107 -4.41568 2.58 0.66 5.71
O -15.03595 -11.16428 -3.17683 0.10 -0.85 -3.57
C -16.56477 -11.64059 -4.75270 -2.01 0.18 -2.71
C -16.94064 -12.09719 -6.06737 -1.66 -0.27 0.76
C -15.80128 -12.58264 -7.05301 1.07 0.23 1.25
O -16.08648 -13.10748 -8.13479 -0.58 -0.05 -0.75
O -18.15872 -12.17567 -6.35322 1.56 0.06 -0.66
O -12.89961 -11.76901 -4.98898 -4.19 -0.76 -0.93
H -13.66201 -12.68619 -7.31375 0.20 -0.21 0.14
H -17.29238 -11.34046 -4.01317 -0.30 -0.17 -0.21
N -13.00462 -10.00547 -1.05489 -4.14 3.49 1.29
S -12.21389 -10.04212 0.24691 4.61 -3.12 3.22
O -12.85630 -10.47304 1.50079 0.35 1.48 -1.13
O -11.11615 -9.11711 0.29109 -0.27 0.58 0.92
F -11.46192 -11.34449 -0.08501 1.19 -2.12 -0.55
S -14.00696 -8.75168 -0.31810 -2.01 1.51 -4.38
O -13.37349 -7.46815 -0.06101 -0.59 -1.64 0.01
O -15.09633 -9.16651 0.51081 0.23 -0.25 0.46
F -14.82336 -8.48898 -1.70197 0.53 0.08 0.58
O -15.40464 -6.11487 -7.21537 -0.37 0.53 -0.66
H -15.92617 -5.61017 -7.86944 0.40 -0.32 0.41
C -21.79422 -7.28640 -1.43772 1.15 0.06 -0.30
N -22.42028 -8.21918 -2.43524 1.43 1.46 1.58
O -21.76017 -8.89071 -3.16211 1.30 -0.61 -0.89
O -23.59883 -8.22490 -2.38968 -3.78 -0.36 -0.17
H -21.02336 -6.74956 -1.99060 0.13 -0.14 0.19
H -21.33696 -7.91661 -0.67493 0.06 0.04 -0.10
H -22.50483 -6.56688 -1.03099 -0.17 -0.51 -0.29
C -22.88187 -3.47620 -4.88625 0.01 -0.27 -1.11
N -23.36796 -4.14237 -3.63800 0.30 0.08 1.14
O -22.63417 -4.98501 -3.09869 -1.42 1.30 -0.98
O -24.42714 -3.70434 -3.17164 1.51 -0.98 -0.72
H -23.45135 -3.80386 -5.75598 -0.79 -0.03 0.43
H -21.89698 -3.79844 -5.22427 0.29 0.11 1.02
H -22.99309 -2.39794 -4.77185 0.11 -0.25 0.14
C -24.24231 -9.13601 -5.32800 -0.67 -0.30 -0.22
N -24.76059 -7.72043 -5.38750 0.21 -0.17 -0.99
O -23.96745 -6.79784 -5.33483 -0.34 -0.29 0.38
O -25.95028 -7.60354 -5.66093 0.59 0.17 0.59
H -24.31677 -9.54144 -4.31895 0.12 0.46 -0.01
H -23.22397 -9.21508 -5.70858 -0.14 0.36 0.18
H -24.96701 -9.65194 -5.95785 0.33 -0.18 0.01
C -16.92777 -3.20259 -8.05315 0.32 0.15 -0.50
N -18.05901 -2.30728 -7.86526 -0.85 0.52 -0.40
O -17.85652 -1.10388 -7.93606 -0.21 -0.49 0.15
O -19.13913 -2.82325 -7.67424 -0.58 0.25 0.32
H -16.58297 -3.41266 -7.04068 0.68 0.01 -0.29
H -16.32569 -2.59527 -8.72898 0.83 -0.53 0.52
H -17.24344 -4.12730 -8.53623 -0.20 0.22 0.16
C -19.46015 -3.61167 -1.79754 -0.19 0.70 -0.87
N -19.82416 -3.21604 -0.43906 1.36 0.34 3.50
O -18.93139 -3.01133 0.43790 -1.73 -0.49 -2.66
O -21.00591 -3.12569 -0.17651 -0.07 0.06 -0.30
H -18.94195 -2.75525 -2.22896 0.56 -0.27 0.15
H -20.39666 -3.64998 -2.35393 0.08 -0.62 0.17
H -18.86295 -4.52351 -1.79495 -0.06 0.26 0.08
C -13.43414 -3.78227 -5.59178 -0.37 0.02 0.03
N -13.74129 -2.35740 -5.85281 1.05 2.69 -1.19
O -14.82000 -1.86753 -5.57488 -0.64 -0.93 0.47
O -12.87170 -1.62148 -6.36123 -0.54 -1.79 0.63
H -12.76915 -3.78074 -4.72813 0.21 -0.22 -0.23
H -12.98776 -4.17256 -6.50640 0.15 -0.02 0.36
H -14.36674 -4.30045 -5.36851 0.12 0.06 -0.15
C -15.46809 -5.15741 -11.16976 0.15 -0.37 0.39
N -14.52695 -5.89485 -12.02143 0.19 -0.96 -1.33
O -13.58284 -5.21103 -12.40348 -0.20 -0.99 -0.08
O -14.77241 -7.05861 -12.37353 0.53 1.81 0.63
H -16.15592 -4.67447 -11.86385 -0.06 0.07 0.30
H -14.79545 -4.46489 -10.66373 -0.66 0.14 0.24
H -15.96855 -5.86089 -10.50435 0.00 0.19 -0.02
C -15.32806 -2.49169 -2.40298 1.44 -0.64 0.22
N -15.29771 -3.96038 -2.06205 -0.29 -1.23 -0.42
O -16.32469 -4.37835 -1.56289 -0.28 0.00 0.30
O -14.35094 -4.68282 -2.35694 -0.68 1.65 0.24
H -15.35242 -1.93087 -1.46864 -0.14 -0.19 -0.03
H -16.20279 -2.27997 -3.01790 0.34 -0.19 -0.03
H -14.35320 -2.37596 -2.87663 -0.40 0.61 -0.31
C -17.59640 -11.24620 -0.80628 1.11 0.73 0.74
N -18.89828 -10.59655 -0.76849 -3.55 -0.12 -1.17
O -19.90875 -11.37860 -0.73766 2.38 2.26 0.20
O -18.99299 -9.35856 -0.84296 0.11 -2.36 0.41
H -17.54841 -11.77209 0.14726 0.23 -0.22 -0.21
H -16.86736 -10.43592 -0.81221 0.21 -0.28 -0.09
H -17.46288 -11.90888 -1.66134 -0.36 0.15 0.08
C -22.44595 -9.50794 -10.52380 -0.15 0.68 -0.03
C -21.49615 -8.29012 -10.39772 -1.18 -0.82 0.64
O -21.88665 -7.37310 -9.35113 2.20 -1.67 -0.67
C -23.14202 -6.79531 -9.41314 0.45 0.35 0.73
C -22.98749 -5.68112 -8.36798 -1.42 -0.50 -0.65
H -22.35943 -10.23525 -9.71656 0.25 0.19 0.14
H -23.47459 -9.14738 -10.52767 -0.14 -0.17 -0.20
H -22.25669 -10.03771 -11.45740 0.02 0.04 -0.04
H -20.52861 -8.73500 -10.16524 0.21 0.71 0.16
H -21.47154 -7.74615 -11.34197 0.13 0.07 -0.19
H -23.32399 -6.42217 -10.42099 -0.33 0.22 -0.22
H -23.88750 -7.54360 -9.14403 -0.46 0.18 0.03
H -22.69531 -6.15141 -7.42907 0.42 0.24 -0.11
H -23.96997 -5.24675 -8.18318 -0.01 0.42 -0.01
H -22.29018 -4.95176 -8.78017 0.06 0.04 0.49
C -19.67783 -4.73168 -10.50749 0.22 -0.30 0.38
C -19.44269 -3.81386 -11.69807 -1.21 0.46 1.82
O -18.25005 -3.12445 -11.36330 0.23 -0.62 -0.45
C -17.96141 -2.00792 -12.17716 0.88 -0.57 -0.11
C -16.46997 -1.61113 -11.96836 -0.71 0.28 -0.48
H -19.84472 -4.24834 -9.54488 0.11 0.83 -0.25
H -20.55241 -5.38064 -10.55291 0.31 -0.43 -0.60
H -18.73309 -5.24951 -10.34193 -0.24 -0.73 -0.10
H -19.51695 -4.33081 -12.65481 0.94 -0.18 -0.23
H -20.28738 -3.12552 -11.72593 -0.10 0.57 -0.10
H -18.09226 -2.30570 -13.21749 -0.11 0.06 -0.30
H -18.71324 -1.25639 -11.93622 0.30 0.57 -0.10
H -16.02414 -1.24065 -12.89144 -0.36 0.43 -0.16
H -15.82887 -2.47472 -11.79137 -0.38 -0.06 0.58
H -16.36597 -0.83194 -11.21328 0.19 -0.30 0.16
```
Positions in Å, forces in eV/Å.

Output
charge	-3
electronic energy	-6575.46808	hartree


electronic energy of number 3 (C5H10O2)?
-346.96372 hartree


The highest electronic energy belongs to which entry?
C5H10O2


What is the electronic energy in the fourth record?
-6575.46808 hartree